No. 1
An isolated molecule of C18H14ClF3N2O, computed with ωB97M-V/def2-TZVPD.

## Properties
Largest force on an atom (Eh/bohr): 0.0191
Kohn-Sham gap (eV): 9.154
DFT total energy (a.u.): -1638.87900
SMILES string: Cn1nc(-c2ccccc2)c([C@H](O)c2ccccc2C(F)(F)F)c1Cl

CARTESIAN COORDINATES (ANGSTROEM)
1 C 2.6566 -3.1352 0.8702
2 H 0.3751 -0.3266 -2.4759
3 H 3.9349 -0.2689 -0.3679
4 H 0.5641 -3.5713 1.0207
5 H 2.6136 3.7224 -1.6715
6 H 0.3851 3.6819 1.9621
7 C 1.3138 -2.8587 0.7178
8 N -1.3701 -2.3198 0.5695
9 H -3.3505 -3.5692 1.2960
10 C 1.8564 -0.7225 -0.2179
11 H -1.8627 1.2297 -1.8287
12 C -1.4749 1.9503 1.2912
13 F -1.7010 2.8257 2.2858
14 C -0.9287 0.7472 -1.5056
15 C -3.7346 -2.7168 0.7410
16 H 4.6620 -2.4251 0.5942
17 C 0.8888 -1.6454 0.1686
18 H 1.5729 0.2346 -0.6203
19 C 1.8100 3.3321 -1.0658
20 C 0.9691 2.3669 -1.5829
21 F -2.6274 1.8967 0.6021
22 Cl -4.0794 -0.1740 -1.0319
23 C -2.6181 -0.8361 -0.4598
24 H -4.3618 -2.1054 1.3915
25 H -4.3304 -3.0608 -0.1058
26 C 1.6203 3.7894 0.2263
27 H 2.2797 4.5293 0.6517
28 F -1.3360 0.7562 1.8987
29 H 1.1153 2.0074 -2.5906
30 C 0.5591 3.3061 0.9660
31 C -0.0798 1.8270 -0.8400
32 N -2.6075 -1.9599 0.2818
33 O -0.3356 0.2865 -2.7029
34 C -0.5477 -1.4261 0.0247
35 H 2.9651 -4.0784 1.2970
36 C -1.3076 -0.4235 -0.6415
37 C 3.6104 -2.2090 0.4770
38 C 3.2027 -1.0030 -0.0634
39 C -0.3014 2.3466 0.4388

Results of the natural (NBO) charge analysis, in e, for atoms 1 through 8: -0.21 0.47 0.21 0.23 0.22 0.23 -0.19 -0.26

=====

No. 2
An isolated molecule of C18H14ClFO4S at a distorted geometry, computed with ωB97M-V/def2-TZVPD.

## Properties
Relative energy (zero: lowest compared OMol25 entry of this formula, charge and spin) (kcal per mole): 255.3
Largest force on an atom (Eh/bohr): 0.1362
Kohn-Sham gap (eV): 7.818
DFT total energy (a.u.): -1953.12669
SMILES string: O=C1c2ccc(F)cc2C(=O)c2cc(CCCCS(=O)(=O)Cl)ccc21

CARTESIAN COORDINATES (ANGSTROEM)
1 H 2.9222 -0.9780 0.1760
2 H 3.4918 -1.9779 1.6321
3 H -1.5099 3.3137 1.6530
4 H 0.5182 -0.9671 1.1561
5 C -2.9898 0.7657 -1.6960
6 F -4.0719 -3.1757 -3.6355
7 O 0.2979 0.6948 -3.6090
8 H -5.8374 -1.6888 -2.0758
9 C 0.0337 1.3461 -1.1736
10 C -3.6790 -1.9402 -3.0374
11 C 1.4754 1.1931 -0.6413
12 H -5.2006 0.7252 -0.9008
13 C 1.3455 -1.4071 1.8139
14 H 1.2006 -0.9493 2.8652
15 H 0.9805 3.0995 2.6189
16 Cl 1.4415 -3.9760 3.8743
17 O -3.2806 3.1746 -0.9902
18 C -4.7952 -1.2155 -2.2027
19 H 4.0809 1.6568 0.4378
20 C -1.8876 0.0009 -2.5287
21 H 3.5455 2.4891 1.9790
22 C 3.4824 0.2005 2.0904
23 O -0.3618 -3.6003 1.6123
24 C -1.0685 2.1150 -0.3453
25 C 3.3131 1.5879 1.2887
26 H 4.6052 -0.0428 2.2299
27 C -2.5458 2.1547 -0.9997
28 O 1.9969 -3.9329 0.9237
29 C -0.7188 2.7583 1.0256
30 C -2.2329 -1.3461 -3.2005
31 C 2.8369 -1.0749 1.3223
32 C 1.7979 1.8278 0.7632
33 H 2.9882 0.2266 3.1319
34 H -1.4251 -1.8954 -3.7816
35 C -0.4294 0.6951 -2.5789
36 C -4.4256 0.1622 -1.5385
37 S 1.0840 -3.2626 1.9398
38 C 0.7418 2.6243 1.6032
39 H 2.2799 0.6188 -1.2017

Results of the natural (NBO) charge analysis, in e, for atoms 1 through 8: 0.23 0.25 0.25 0.29 -0.12 -0.33 -0.50 0.26

=====

No. 3
A cluster of 2 separate species, C18H14ClFO4S2 in total at a distorted geometry, computed with ωB97M-V/def2-TZVPD.

## Properties
Relative energy (zero: lowest compared OMol25 entry of this formula, charge and spin) (kcal per mole): 0.0
Largest force on an atom (Eh/bohr): 0.0391
Kohn-Sham gap (eV): 6.980
DFT total energy (a.u.): -2351.56076

CARTESIAN COORDINATES (ANGSTROEM)
1 C 0.9114 -0.5304 4.3536
2 H -3.0811 0.4944 -0.5810
3 C -0.4968 1.4216 1.4648
4 C -0.3553 6.3756 7.5536
5 C 0.1334 1.0797 2.7156
6 H 2.1552 1.9383 2.3119
7 C -1.0043 2.6530 4.1579
8 H 3.0710 0.1232 4.0243
9 H 0.0711 3.3011 -1.3366
10 H -0.8530 7.1875 4.2561
11 C -0.6417 4.4048 6.1847
12 C -0.4564 4.9814 7.4438
13 C -0.3547 -0.0717 3.5735
14 C 0.0956 2.3617 0.5905
15 Cl -2.2996 2.3397 -2.6049
16 H 0.9856 2.8966 0.9030
17 O -2.3848 4.5952 3.0691
18 S -0.8400 2.6415 5.9339
19 H -0.1950 6.8403 8.5396
20 H -0.4042 4.3408 8.3229
21 C -0.7039 6.5860 5.1508
22 H -0.4334 8.2741 6.4902
23 F -2.1913 2.0937 3.8005
24 O 0.1118 4.5397 2.6525
25 H -0.7288 -0.8979 2.9538
26 C -0.4864 7.1793 6.4024
27 O -2.1141 2.2426 6.5025
28 O 0.3950 2.0096 6.3456
29 C -1.6105 1.9778 -1.0697
30 S -1.0306 4.3206 3.5123
31 C -1.6536 0.7496 1.0093
32 H 1.0289 -1.6135 4.2099
33 C -0.7483 5.1942 5.0544
34 H -2.1195 -0.0038 1.6386
35 H -1.1324 0.2300 4.2744
36 H 0.8011 -0.3669 5.4393
37 C -0.4371 2.6226 -0.6641
38 C -2.2095 1.0307 -0.2315
39 C 2.0288 0.2827 3.7482
40 C 1.5483 1.2294 2.8768

Results of the natural (NBO) charge analysis, in e, for atoms 1 through 8: -0.46 0.23 -0.20 -0.19 0.28 0.24 -0.37 0.22